1.
104
Properties=species:S:1:pos:R:3:forces:R:3 method="wB97M-V/def2-TZVPD" e_tot_ha=-4549.005980 homo_ev="-4.748 / -5.400" spin_multiplicity=3 orbital_gap_ev="2.56 / 3.21" s_squared=2.01 total_charge=0
H -3.610352 -3.311700 -3.594865 0.5 0.2 -0.2
N -2.663909 -1.511524 -3.011060 0.2 -1.7 -1.1
C 3.156931 -0.250331 0.895993 1.6 0.6 -0.9
N -1.772364 -0.799555 -1.183593 -0.3 0.6 -0.8
F -4.249261 0.255066 0.486319 -1.3 -0.1 0.1
C -6.554953 5.512419 -1.291732 -0.3 -1.1 -1.2
H -4.865899 0.163493 -2.801393 0.1 -0.2 -0.1
H 4.374863 -1.047710 5.126512 0.4 0.3 -0.7
N 7.241174 0.508512 -0.163888 0.7 0.7 -0.1
F -3.635122 0.097197 2.582491 -1.2 0.4 0.9
O 0.835069 -0.029441 0.448991 2.1 -0.1 0.4
C -6.645824 3.089322 -1.929285 -0.9 -2.1 -1.0
C 7.558433 1.375950 -1.331075 -0.3 -0.5 0.6
N -8.053116 1.875123 -3.095762 1.2 -0.5 0.9
C 3.540441 -0.078406 -0.459318 -1.0 0.0 -0.5
H -2.688454 5.747562 1.417938 0.1 -0.5 -0.6
C -5.539177 -0.605361 -3.151232 1.4 -1.6 -1.2
C -0.849556 -5.481689 2.182334 0.2 1.1 -0.5
H 8.024988 -1.172089 0.868724 -0.1 0.0 -0.1
H -3.408120 4.428167 2.212346 -0.7 -0.1 1.2
C 2.571649 -0.545521 3.585842 0.4 0.8 -1.0
H 9.382180 0.590936 1.825515 0.2 -0.5 -0.5
C -5.069065 3.909869 -0.254566 0.4 0.6 -0.4
N 9.624823 1.675776 0.091800 -1.1 1.2 -0.5
H -0.795093 -8.697854 0.908063 -0.3 0.9 0.4
H 6.356096 0.573456 5.286495 -0.1 -0.1 0.4
C -7.832794 -1.198538 -3.599835 -0.4 0.2 -0.2
H -3.232056 -2.129998 -4.944408 -0.4 -0.2 1.1
H -1.999760 2.319885 2.487292 -0.1 0.2 -0.5
C -5.064361 -1.810229 -3.727300 -0.8 0.0 -0.3
H -1.336839 1.942861 -1.643755 -0.3 -0.1 0.1
H 4.772192 1.376507 5.223675 -0.2 0.0 0.2
C -0.843677 -6.848029 2.167134 -0.5 -1.5 0.1
H 0.250609 -1.032358 -1.916105 0.5 0.0 0.3
H -0.999293 -7.425052 -1.184335 0.2 0.1 0.5
C -7.397356 -2.460200 -4.003032 -0.4 -0.7 -1.2
C -6.041738 -2.732264 -4.203829 0.4 0.7 1.5
C 1.551133 -0.275771 2.714006 -0.1 -1.3 1.2
C -4.930291 6.270832 0.316349 0.0 -0.3 0.1
N -7.777349 3.142689 -2.548188 0.1 -0.6 -0.4
N -1.490457 1.701624 0.518609 -1.1 1.0 -0.4
C 8.335739 -0.388156 0.185240 -0.8 -0.6 -2.1
H -4.515995 7.058213 0.982237 -0.1 -0.5 -0.8
C -6.040102 4.190713 -1.190807 -0.6 0.6 0.7
C 1.736901 -0.219133 1.294568 -0.9 1.1 -0.9
H -7.406643 5.689057 -1.985694 0.9 -0.1 0.6
C 5.472335 0.758192 4.676108 1.1 0.6 -0.4
C -5.991012 6.530821 -0.560243 -0.1 0.0 0.1
C -1.675325 2.337904 -0.698313 0.7 0.1 1.8
C 9.044067 1.738357 -1.355302 1.0 1.0 1.1
H -0.944020 -5.000658 -1.198794 0.2 0.0 0.3
H 2.410836 -0.794769 4.652942 -0.3 0.3 -0.9
C -0.850260 -4.744730 0.963530 0.2 -2.9 -0.2
H 7.392828 0.884024 -2.288645 -0.4 -0.1 -0.1
C -0.858475 -5.513927 -0.237774 -0.6 0.8 0.4
C -4.434110 4.960695 0.410237 0.1 0.7 0.2
F 5.213374 -0.073040 -2.194378 -0.4 0.5 0.7
H 6.293143 0.050202 2.271551 0.1 0.1 -0.3
N -1.316401 -1.642307 -3.182202 0.4 0.4 -0.6
C -0.792837 -1.140391 -2.073594 -2.8 -0.5 -0.7
N 3.889881 -0.431395 3.195746 -0.8 -0.5 0.0
H -5.741079 -3.717888 -4.572478 0.0 0.4 0.0
C -0.863205 -7.589342 0.957784 0.2 -0.7 1.0
H -8.102573 -3.279113 -4.296988 0.5 1.1 0.3
H 9.089268 2.356902 0.676470 0.5 -0.5 -0.7
H -0.813285 -4.891708 3.104877 -0.2 -0.4 -0.3
N -2.273739 3.726181 0.810586 -0.7 -0.8 -2.2
C -3.183189 4.775427 1.233743 0.3 0.1 1.0
H 9.280734 2.780549 -1.702940 -0.5 -1.0 0.2
H 9.653423 1.058196 -1.943358 0.0 -0.2 0.1
C 5.904359 0.111493 0.110946 -1.4 0.3 0.9
H -3.913082 -0.898405 -1.436835 0.1 -0.2 0.5
F -4.039043 -1.736662 1.506623 -1.2 0.0 -0.1
N -2.146497 3.537806 -0.556378 0.2 1.0 0.1
H -0.964133 -7.375722 3.122031 0.4 0.1 -0.4
H -8.854533 -0.835320 -3.717225 0.1 -0.5 0.4
H 6.929411 2.269526 -1.262074 0.1 -0.2 -0.1
C -2.923373 -1.090674 -1.795132 1.4 1.2 1.3
C -7.074757 1.066033 -2.743200 -1.5 4.2 0.5
C -6.884594 -0.295643 -3.153390 1.2 -0.2 0.2
C 4.212649 -0.269530 1.843084 -0.4 -0.1 1.1
C -1.971246 2.557499 1.416996 1.1 -0.7 -0.4
H -6.392579 7.519134 -0.741758 0.1 0.1 0.4
C 9.501886 0.354202 0.749782 1.1 -0.7 0.7
C -3.487909 -0.514496 1.396833 4.2 0.3 -1.3
C 4.875994 -0.572175 4.252695 0.2 -0.2 -0.3
Ni -1.322514 -0.329226 0.786536 -1.4 0.4 -0.1
C 4.845027 0.018404 -0.872840 1.7 -0.4 1.4
C 0.185696 -0.345879 3.332072 -2.6 -0.5 0.8
C -0.852026 -3.368974 0.979576 0.3 4.0 -0.8
H 10.602356 1.945238 0.096540 0.1 0.3 -0.1
O -6.103119 1.783834 -2.000583 -1.3 0.5 -0.4
C -0.917417 -6.900661 -0.220976 0.3 0.4 -1.1
C -3.599599 -2.252408 -3.885829 0.0 0.7 -0.2
H 10.447991 -0.219794 0.545778 -0.9 0.6 0.5
O 0.075300 -0.796770 4.501411 0.7 0.8 -1.4
H -4.822295 2.874024 -0.143535 0.7 -0.4 0.3
O -0.791988 0.051243 2.599419 1.6 0.4 2.4
C 5.556098 -0.040128 1.483836 -0.5 -0.1 -1.9
C -0.857398 -2.127775 0.853615 0.2 -4.6 0.9
H 8.609646 -0.848864 -0.802822 0.3 -0.3 0.9
H 5.890186 1.403136 3.862712 -0.7 -0.7 0.2
H 2.737194 0.008772 -1.218286 0.5 -0.3 0.6
H 5.639701 -1.263713 3.868401 0.0 0.1 0.4



2.
95
Properties=species:S:1:pos:R:3:forces:R:3 method="wB97M-V/def2-TZVPD" e_tot_ha=-2971.895943 homo_ev="-9.538 / -10.563" spin_multiplicity=2 orbital_gap_ev="5.62 / 6.89" s_squared=0.76 total_charge=+1
H 2.007662 -2.356491 -6.350738 0.0 0.0 0.0
H -3.845022 -2.403768 0.169376 0.0 0.0 0.0
C 4.087903 -2.809294 0.967862 0.0 0.0 0.0
C -1.308826 -5.438999 2.559005 0.0 0.0 0.0
H 3.966788 6.643475 2.008312 0.0 0.0 0.0
H 0.978394 -1.606621 1.460474 0.0 0.0 0.0
Mo -1.613619 -0.174968 -0.168759 0.5 1.5 0.2
C -1.200121 2.252044 -2.418447 0.0 0.0 0.0
H 4.734505 -3.623098 1.268979 0.0 0.0 0.0
H 1.335290 3.820592 -1.987131 0.0 0.0 0.0
H 3.253455 5.566261 0.028208 0.0 0.0 0.0
H -0.519873 -4.662767 5.762663 0.0 0.0 0.0
N -0.872439 -0.666498 2.720741 0.1 0.0 0.1
C 2.942015 4.689351 0.584568 0.0 0.0 0.0
H -3.938557 2.239041 -1.156841 0.0 0.0 0.0
H -1.429531 -6.291049 1.904924 0.0 0.0 0.0
H -4.714550 -0.652167 -4.308174 0.0 0.0 0.0
H -6.049554 -2.590279 -3.501335 0.0 0.0 0.0
C 0.525838 -3.682060 -3.615639 0.0 0.0 0.0
H -0.440046 2.804761 -1.888358 0.0 0.0 0.0
H 5.280883 -0.088881 -1.669568 0.0 0.0 0.0
C 0.119553 -2.503713 -2.995361 0.0 -0.1 0.1
N -2.727026 1.931464 0.475914 0.2 0.1 -0.1
H 4.488184 1.199494 -0.761863 0.0 0.0 0.0
C 1.979243 -1.679330 1.059355 0.0 -0.1 0.0
H 5.575633 -1.908255 -0.279017 0.0 0.0 0.0
H -1.270423 1.694134 3.472301 0.1 0.0 0.0
H -5.602038 -3.482497 -1.205068 0.0 0.0 0.0
C -2.189612 2.476543 1.584646 0.0 -0.1 0.1
C -3.606029 -0.497829 -2.486804 -0.1 -0.1 0.0
C 2.420389 3.605177 -0.114822 0.0 0.0 0.0
C -0.952985 -5.614600 3.889996 0.0 0.0 0.0
H 0.043859 -0.358587 -3.117808 0.0 -0.1 0.0
H -0.640277 -2.457233 5.942225 0.0 0.0 0.0
S -2.949393 1.657062 -4.188606 0.0 0.0 0.0
H 1.250285 -0.266780 -5.269099 0.0 0.0 0.0
H 2.824370 0.594162 2.925660 0.0 0.0 0.0
C -2.762128 0.629122 -2.821217 0.0 0.1 0.0
C -1.474342 1.519127 2.421373 0.1 0.1 0.0
C 3.761333 -0.781272 -0.325545 0.0 0.0 0.0
C -1.330504 -3.041277 2.895450 0.0 0.0 0.0
C 2.790473 -2.733291 1.448293 0.0 0.0 0.0
O -1.138578 -3.614763 -1.301695 0.2 -0.1 -0.2
N -0.676583 -1.433849 -0.951626 0.3 0.0 -0.1
H 2.405986 -3.482804 2.128045 0.0 0.0 0.0
H 1.159770 0.547193 2.403718 0.0 0.0 0.1
C 4.325083 0.244763 -1.269654 0.0 0.0 0.0
C 2.458863 -0.716542 0.181491 0.0 0.0 0.0
H 4.507885 5.574397 3.304807 0.0 0.0 0.0
C -3.797795 4.019905 0.038633 0.0 0.0 0.0
C -1.720396 2.688470 -3.600811 0.0 0.0 0.0
C 1.474912 -2.397232 -5.409602 0.0 0.0 0.0
H 2.916774 4.577578 -1.952083 0.0 0.0 0.0
C -1.789720 1.041327 -1.950792 -0.2 -0.2 -0.2
C 2.021130 2.471316 0.610031 -0.1 0.0 0.2
H -0.804409 -6.610007 4.287900 0.0 0.0 0.0
C -3.517158 2.698924 -0.273266 0.0 0.1 0.0
C 2.718362 3.530531 2.650395 0.0 0.0 0.0
C -0.968306 -3.230165 4.235989 0.0 0.0 0.0
C -3.210773 4.584960 1.157962 0.0 0.0 0.0
N -1.251265 0.376027 1.905009 -0.5 -0.2 0.2
H 2.776322 2.825345 -2.099738 0.0 0.0 0.0
C 3.088843 4.677952 1.963473 0.0 0.0 0.0
C 1.055396 -1.222528 -4.800287 0.0 0.0 0.0
H 0.305971 -4.627490 -3.138395 0.0 0.0 0.0
C -4.565300 -1.057708 -3.316890 0.1 0.0 0.0
H -1.438863 3.564795 -4.163752 0.0 0.0 0.0
H 1.538385 -4.539799 -5.294792 0.0 0.0 0.0
H -4.463679 4.586590 -0.596039 0.0 0.0 0.0
H 3.651502 0.422052 -2.110231 0.0 0.0 0.0
H -3.394812 5.618842 1.416433 0.0 0.0 0.0
H 2.856328 3.488441 3.725876 0.0 0.0 0.0
C 2.191878 2.418273 2.003177 0.0 0.0 0.0
C -5.058083 -2.635269 -1.595232 0.0 0.0 -0.1
C -5.301057 -2.136982 -2.865310 0.0 0.0 0.0
C 1.209524 -3.626310 -4.817660 0.0 0.0 0.0
C -0.788242 -4.522043 4.721488 0.0 0.0 0.0
C 0.381531 -1.273888 -3.590408 0.0 0.1 0.0
O -2.302762 -1.639498 1.241832 0.2 -0.5 -0.1
C -1.511271 -1.719064 2.271807 -0.2 -0.1 -0.2
C 3.649152 5.863236 2.697830 0.0 0.0 0.0
O -0.825503 -2.152930 5.046908 0.0 0.0 0.0
C -1.501751 -4.159773 2.074998 0.0 0.0 0.0
N -3.380040 -0.980226 -1.240467 -0.2 0.1 -0.1
C 2.354390 3.708046 -1.617247 0.0 0.0 0.0
H 2.903656 6.289587 3.371141 0.0 0.0 0.0
C 1.916734 1.195067 2.831665 0.0 0.0 0.0
C 4.561615 -1.841252 0.095888 0.0 0.0 0.0
H -1.924434 4.184435 2.844933 0.0 0.0 0.0
C -4.085765 -2.039889 -0.816948 0.0 0.0 0.0
Te 1.201283 0.845525 -0.484358 -0.3 0.0 -0.3
C -0.598987 -2.603210 -1.699299 -0.3 -0.5 0.4
H -1.755564 -4.000003 1.035650 0.0 0.0 0.0
H 1.603499 1.473258 3.838357 0.0 0.0 0.0
C -2.392882 3.796220 1.951043 0.0 0.0 0.0